# 1
A molecular structure, C21H27AuGe2N2S. Source: the Open Molecules 2025 dataset; level of theory: ωB97M-V/def2-TZVPD.

Computed properties:
Spin multiplicity = 2
Kohn-Sham gap (spin up / spin down) = 6.9 / 6.9 eV
HOMO level (spin up / spin down) = -10.04 / -11.64 eV
Total energy = -5613.457164 a.u.
Net charge = +1
LUMO level (spin up / spin down) = -3.156 / -4.704 eV

```
54
Properties=species:S:1:pos:R:3:forces:R:3:mulliken_spin:R:1
Au -1.139 -0.029 1.452 0.019 0.036 -0.066 0.16
C 3.299 -2.605 5.912 0.000 0.007 -0.013 0.00
C 2.735 -2.106 4.626 -0.005 0.010 -0.001 0.00
C 3.395 -2.079 3.431 -0.004 -0.010 -0.006 0.00
C 2.716 -1.576 2.305 0.025 0.019 -0.022 0.00
N 1.467 -1.136 2.374 -0.014 0.007 0.027 0.01
C 0.822 -1.163 3.540 -0.022 0.029 -0.031 -0.01
S -0.785 -0.626 3.729 0.019 -0.013 0.033 0.05
N 1.463 -1.639 4.646 0.002 -0.033 0.031 0.00
C 3.367 -1.495 0.966 0.003 -0.019 0.018 0.00
H 4.318 -2.952 5.772 0.003 0.001 0.004 0.00
H 2.698 -3.431 6.295 -0.002 -0.001 0.002 0.00
H 3.298 -1.810 6.660 0.003 -0.001 0.007 0.00
H 4.410 -2.439 3.358 0.000 0.001 0.000 0.00
H 0.943 -1.646 5.515 0.005 -0.004 -0.007 0.00
H 4.350 -1.960 0.957 0.001 -0.001 -0.001 0.00
H 3.461 -0.446 0.677 -0.001 -0.005 0.003 0.00
H 2.725 -1.964 0.220 -0.002 0.000 -0.009 0.00
C -0.649 3.426 1.137 0.005 -0.022 0.027 0.00
Ge -1.791 2.659 -0.244 -0.044 0.039 0.001 0.18
C -1.562 3.534 -1.983 0.006 0.003 -0.002 0.07
C -3.667 2.550 0.258 0.011 0.001 -0.005 0.01
Ge -1.109 0.300 -0.945 0.000 -0.106 0.004 0.33
C 0.650 0.193 -1.744 -0.009 -0.085 -0.044 0.06
C 0.974 -0.892 -2.563 0.009 0.001 0.003 0.03
C 2.256 -1.032 -3.076 0.032 0.015 -0.003 -0.01
C 3.229 -0.085 -2.784 -0.011 -0.010 -0.007 0.03
C 2.919 0.999 -1.973 -0.002 0.016 -0.006 -0.01
C 1.640 1.131 -1.453 -0.005 0.062 0.050 0.01
C -2.479 -0.442 -2.079 -0.012 0.050 0.015 0.02
C -2.346 -0.468 -3.469 0.018 0.028 -0.019 0.03
C -3.369 -0.963 -4.263 -0.038 -0.022 0.000 -0.01
C -4.537 -1.436 -3.677 0.023 0.005 0.004 0.03
C -4.683 -1.411 -2.296 -0.001 0.006 -0.015 -0.01
C -3.661 -0.913 -1.503 -0.017 -0.004 0.023 0.02
H -0.759 4.512 1.139 -0.017 0.005 -0.014 0.00
H 0.400 3.188 0.964 -0.010 0.013 0.002 0.00
H -0.933 3.044 2.118 0.010 0.010 -0.018 0.00
H -1.884 4.573 -1.882 0.004 0.003 -0.003 0.02
H -2.182 3.046 -2.733 -0.001 0.000 -0.001 -0.01
H -0.524 3.516 -2.310 0.006 -0.005 0.012 -0.01
H -4.084 3.557 0.306 -0.002 0.003 -0.001 0.00
H -3.789 2.074 1.230 0.015 -0.005 0.000 0.00
H -4.221 1.981 -0.489 -0.008 0.002 0.005 0.00
H 0.226 -1.638 -2.803 -0.011 0.003 0.012 0.00
H 2.494 -1.875 -3.711 -0.001 -0.002 0.003 0.00
H 4.225 -0.187 -3.195 0.003 -0.003 0.002 0.00
H 3.672 1.745 -1.752 0.002 0.000 -0.002 0.00
H 1.415 1.983 -0.819 -0.002 -0.023 0.001 0.00
H -1.445 -0.093 -3.941 0.011 -0.006 0.015 0.00
H -3.258 -0.980 -5.339 -0.001 0.005 -0.002 0.00
H -5.334 -1.823 -4.297 -0.001 0.001 -0.004 0.00
H -5.593 -1.776 -1.840 0.002 -0.006 0.002 0.00
H -3.781 -0.897 -0.425 0.005 0.000 -0.002 0.00
```
Positions in Å, forces in eV/Å.


# 2
9 unconnected molecules or ions with the total composition C6H30N2O8. Source: the Open Molecules 2025 dataset; level of theory: ωB97M-V/def2-TZVPD.

Computed properties:
Structure (SMILES) = C=CCCCNCN.O.O.O.O.O.O.O.O
Kohn-Sham gap = 9.0 eV
HOMO level = -8.63 eV
Total energy = -957.911672 a.u.
Net charge = 0
LUMO level = 0.347 eV

```
46
Properties=species:S:1:pos:R:3:forces:R:3:nbo_charge:R:1
C -2.133 -2.858 1.353 1.243 0.325 1.188 -0.37
C -2.172 -1.538 1.495 -2.325 0.334 -0.175 -0.20
C -1.133 -0.776 2.216 0.715 -0.678 0.988 -0.47
C -1.148 0.728 1.884 0.971 -0.149 1.201 -0.44
C -0.882 0.980 0.396 -1.100 1.602 -0.967 -0.22
N 0.038 2.058 -0.023 0.544 0.277 0.676 -0.71
C 1.531 1.669 -0.235 -2.952 0.987 1.754 -0.03
N 1.843 1.718 -1.611 1.126 -0.254 -1.553 -0.87
H -1.308 -3.392 1.848 -0.026 0.296 -0.464 0.19
H -2.815 -3.539 0.934 -1.150 -0.196 -0.704 0.20
H -3.062 -0.883 1.198 1.087 -1.245 -0.018 0.19
H -0.204 -1.376 2.070 0.134 1.244 -0.670 0.23
H -1.141 -0.964 3.307 -0.903 0.506 -0.138 0.22
H -0.355 1.148 2.540 -0.244 0.137 -0.632 0.22
H -2.101 1.242 2.221 0.881 -0.861 -0.407 0.21
H -0.530 0.096 -0.145 -0.290 -0.252 0.211 0.18
H -1.902 1.267 -0.056 1.436 -0.726 0.566 0.18
H -0.087 2.908 0.582 0.507 -1.377 -0.784 0.41
H 1.656 0.697 0.380 0.362 1.815 -1.678 0.13
H 2.108 2.454 0.290 -0.021 -0.525 -0.274 0.19
H 2.104 2.620 -1.996 0.171 0.073 0.872 0.37
H 1.213 1.352 -2.328 0.113 -0.719 1.067 0.39
O 3.248 -1.411 -2.905 1.476 0.867 0.951 -0.95
H 3.602 -0.642 -2.374 -0.824 -1.255 -0.858 0.48
H 2.422 -1.105 -3.255 -0.632 0.391 0.059 0.47
O -0.266 -2.992 -1.015 1.905 -0.135 -2.106 -0.94
H 0.082 -3.054 -1.991 -0.978 0.313 2.871 0.48
H -0.133 -2.049 -0.813 -0.347 -0.419 -0.387 0.46
O 0.547 3.742 2.257 -0.181 0.429 -0.121 -0.96
H 1.497 3.768 2.408 -0.163 -0.095 0.417 0.48
H 0.111 3.445 3.063 0.442 -0.034 0.029 0.49
O 2.019 -1.466 0.634 -1.042 0.620 -0.107 -0.94
H 1.457 -2.204 0.344 0.360 -0.050 0.013 0.49
H 1.445 -0.675 0.469 0.769 -1.509 0.165 0.44
O -2.307 -2.194 -2.350 -0.894 0.087 -0.521 -0.94
H -2.968 -2.332 -1.662 0.262 0.144 0.221 0.47
H -2.562 -2.857 -3.000 0.129 0.074 -0.151 0.47
O 2.185 1.437 3.575 0.571 -0.725 -2.265 -0.95
H 2.347 0.524 3.868 -0.085 0.360 0.123 0.48
H 2.398 1.347 2.586 -0.503 0.317 2.082 0.47
O -1.620 1.338 -2.490 1.240 -0.724 -1.929 -0.99
H -0.725 1.686 -2.258 -1.784 0.273 0.896 0.51
H -2.369 1.507 -1.938 0.217 0.678 0.870 0.49
O 0.340 -0.427 -2.925 -0.662 -0.268 -0.162 -1.01
H 0.345 -0.699 -3.855 -0.266 0.123 0.296 0.48
H -0.617 -0.295 -2.692 0.711 -0.078 -0.447 0.53
```
Positions in Å, forces in eV/Å.


# 3
2 unconnected molecules or ions with the total composition C2H4NO2P. Source: the Open Molecules 2025 dataset; level of theory: ωB97M-V/def2-TZVPD.

Computed properties:
Structure (SMILES) = N=C=O.C=PO
Kohn-Sham gap = 9.5 eV
HOMO level = -9.48 eV
Total energy = -625.159575 a.u.
Net charge = 0
LUMO level = 0.006 eV

```
10
Properties=species:S:1:pos:R:3:forces:R:3:nbo_charge:R:1
N -1.099 0.175 -2.008 1.412 0.360 -0.191 -0.76
C -1.611 0.308 -0.911 -2.542 0.026 0.992 0.86
O -2.373 0.405 -0.004 1.633 -0.121 -1.506 -0.53
H -0.061 0.223 -2.037 -1.509 -0.155 -0.272 0.41
C 0.503 0.030 0.342 1.100 -1.317 -0.152 -1.02
P 0.760 -1.610 0.187 -0.443 0.930 1.537 1.08
O 0.095 -2.131 1.608 0.528 -1.361 -1.076 -0.99
H 0.923 0.740 -0.373 -0.285 0.058 0.653 0.23
H -0.087 0.258 1.221 0.277 0.944 -0.134 0.23
H -0.335 -1.530 2.208 -0.171 0.637 0.148 0.50
```
Positions in Å, forces in eV/Å.


Short version: relative energy (zero: lowest compared OMol25 entry of this formula, charge and spin) = 0.00, 89.72, 44.99 kcal per mole, in the order given.